# C40H56F32O14S5

A 9-piece molecular cluster, C40H56F32O14S5 overall in a non-equilibrium geometry (ωB97M-V/def2-TZVPD, the Open Molecules 2025 dataset).

Each line ends with the Mulliken charge.
Element x y z (Å)
1 C -0.592 -0.164 3.352  -0.669
2 C -0.551 -1.315 2.325  -0.175
3 C 0.609 -0.995 1.397  -0.015
4 S 0.531 0.770 0.987  -0.112
5 O -0.199 0.851 -0.250  0.576
6 O 1.832 1.365 1.157  -0.476
7 C -0.506 1.102 2.496  -0.295
8 H 0.166 -0.316 4.118  0.312
9 H -1.577 -0.234 3.813  0.444
10 H -1.487 -1.382 1.764  -0.489
11 H -0.428 -2.251 2.868  0.811
12 H 0.841 -1.620 0.536  0.213
13 H 1.446 -1.127 2.094  -0.427
14 H -1.502 1.179 2.059  -0.595
15 H -0.211 2.027 2.982  0.391
16 C 1.158 5.453 2.985  0.416
17 C 0.844 6.580 3.962  -0.974
18 C -0.240 7.511 3.411  -0.738
19 S -0.876 6.747 1.856  1.151
20 O -0.099 7.254 0.733  -0.588
21 O -2.319 6.747 1.876  -0.691
22 C -0.189 5.097 2.380  -0.009
23 H 1.496 4.651 3.648  -0.155
24 H 1.959 5.637 2.275  0.244
25 H 1.717 7.167 4.254  0.377
26 H 0.478 6.156 4.898  0.299
27 H 0.012 8.554 3.248  0.480
28 H -1.056 7.402 4.124  0.302
29 H -0.257 4.513 1.456  -0.365
30 H -0.957 4.572 2.951  0.534
31 C 2.372 3.776 -3.340  -0.097
32 C 2.991 4.143 -2.008  0.534
33 C 1.858 4.546 -1.040  -0.473
34 S 0.611 5.416 -2.097  1.276
35 O 0.840 6.836 -2.029  -0.735
36 O -0.698 4.903 -1.750  -0.561
37 C 1.209 4.720 -3.679  -0.610
38 H 2.030 2.745 -3.423  -0.416
39 H 3.177 3.890 -4.069  0.572
40 H 3.745 4.926 -2.071  0.359
41 H 3.470 3.270 -1.565  -0.690
42 H 2.125 5.192 -0.206  0.941
43 H 1.408 3.638 -0.636  -0.664
44 H 1.430 5.563 -4.330  0.387
45 H 0.374 4.177 -4.118  0.136
46 C -3.942 1.215 -1.705  -1.210
47 C -3.705 0.306 -0.500  0.649
48 C -4.052 1.190 0.739  -1.168
49 S -3.493 2.883 0.266  1.087
50 O -2.169 3.135 0.813  -0.425
51 O -4.545 3.841 0.502  -0.796
52 C -3.265 2.534 -1.478  -0.177
53 H -5.031 1.361 -1.742  0.450
54 H -3.750 0.820 -2.705  0.396
55 H -2.655 0.005 -0.485  -0.555
56 H -4.345 -0.564 -0.364  0.459
57 H -3.660 0.979 1.734  0.343
58 H -5.122 1.244 0.950  0.457
59 H -2.180 2.390 -1.502  -0.168
60 H -3.509 3.426 -2.048  0.656
61 C -1.083 -4.450 -0.206  1.017
62 C -2.042 -5.487 -0.835  -0.323
63 C -1.593 -6.901 -0.471  -0.839
64 S 0.237 -6.793 -0.392  1.260
65 O 0.820 -7.141 -1.656  -0.675
66 O 0.696 -7.416 0.828  -0.700
67 C 0.346 -4.951 -0.237  -0.713
68 H -1.413 -4.100 0.775  -0.272
69 H -1.137 -3.544 -0.816  -0.386
70 H -1.901 -5.313 -1.906  0.100
71 H -3.098 -5.350 -0.614  0.051
72 H -1.987 -7.647 -1.153  0.554
73 H -1.986 -7.034 0.539  0.327
74 H 0.866 -4.638 -1.141  0.114
75 H 0.950 -4.671 0.621  0.492
76 C 3.784 -1.556 -2.273  -1.243
77 C 4.158 -0.211 -1.670  0.965
78 C 5.663 0.082 -1.631  0.130
79 F 6.254 -0.383 -2.772  -0.350
80 F 5.929 1.418 -1.570  -0.253
81 F 3.519 0.762 -2.386  -0.210
82 F 3.651 -0.133 -0.414  0.056
83 O 4.465 -2.689 -1.781  -0.483
84 C 4.236 -3.021 -0.463  0.804
85 C 4.960 -4.354 -0.257  -0.070
86 F 6.294 -4.235 -0.321  -0.278
87 F 4.624 -4.984 0.892  -0.253
88 F 4.708 -2.059 0.362  -0.232
89 F 2.914 -3.065 -0.233  0.050
90 H 3.944 -1.446 -3.344  0.642
91 H 2.714 -1.681 -2.091  0.136
92 H 6.191 -0.383 -0.793  0.214
93 H 4.601 -4.947 -1.110  0.319
94 C 4.834 0.902 3.305  -1.303
95 C 4.034 -0.345 3.656  1.203
96 C 2.626 0.108 4.092  0.964
97 F 1.763 -0.942 4.278  -0.300
98 F 2.694 0.809 5.242  -0.378
99 F 3.840 -1.168 2.605  -0.061
100 F 4.658 -1.044 4.625  -0.390
101 O 4.250 1.570 2.207  -0.145
102 C 4.007 2.911 2.316  0.785
103 C 3.414 3.424 1.013  1.358
104 F 3.083 4.730 1.149  -0.455
105 F 4.311 3.285 0.039  -0.329
106 F 3.197 3.150 3.361  -0.316
107 F 5.188 3.533 2.533  -0.336
108 H 5.836 0.612 2.980  0.439
109 H 4.889 1.518 4.203  0.445
110 H 2.161 0.630 3.247  -0.660
111 H 2.474 2.916 0.788  -0.218
112 C -0.487 -0.383 -3.445  -0.004
113 C -0.352 -1.914 -3.520  0.633
114 C -1.708 -2.591 -3.740  -0.125
115 F -1.542 -3.939 -3.562  -0.336
116 F -2.663 -2.131 -2.914  -0.141
117 F 0.484 -2.227 -4.545  -0.377
118 F 0.299 -2.323 -2.392  0.182
119 O -1.032 0.026 -4.674  -0.529
120 C -0.766 1.336 -5.068  0.833
121 C -1.497 1.619 -6.398  0.090
122 F -2.686 0.997 -6.411  -0.244
123 F -1.721 2.962 -6.511  -0.273
124 F -1.117 2.141 -4.053  -0.071
125 F 0.571 1.432 -5.252  -0.283
126 H 0.510 0.023 -3.271  0.384
127 H -1.103 -0.174 -2.567  -0.297
128 H -2.033 -2.478 -4.775  0.233
129 H -0.886 1.362 -7.266  0.304
130 C -4.699 -4.858 2.192  -1.416
131 C -4.570 -3.352 1.843  1.168
132 C -4.103 -2.613 3.105  -0.171
133 F -2.874 -3.094 3.477  -0.283
134 F -3.996 -1.292 2.889  -0.154
135 F -3.592 -3.190 0.901  -0.081
136 F -5.685 -2.880 1.271  -0.336
137 O -4.810 -5.758 1.099  -0.231
138 C -6.008 -5.868 0.421  0.929
139 C -5.940 -7.120 -0.442  0.358
140 F -5.679 -8.249 0.293  -0.267
141 F -7.085 -7.266 -1.120  -0.265
142 F -7.061 -5.966 1.272  -0.319
143 F -6.248 -4.794 -0.339  -0.307
144 H -5.494 -5.009 2.925  0.509
145 H -3.782 -5.176 2.686  0.457
146 H -4.700 -2.864 3.988  0.366
147 H -5.049 -7.104 -1.083  0.081

Computed properties:
multiplicity: 1
HOMO energy: -9.45 eV
frontier orbital gap: 9.43 eV
structure (SMILES): FC(F)C(F)(F)COC(F)(F)C(F)F.FC(F)C(F)(F)COC(F)(F)C(F)F.FC(F)C(F)(F)COC(F)(F)C(F)F.FC(F)C(F)(F)COC(F)(F)C(F)F.O=S1(=O)CCCC1.O=S1(=O)CCCC1.O=S1(=O)CCCC1.O=S1(=O)CCCC1.O=S1(=O)CCCC1
calculated total energy: -7797.66846 a.u.
M: 1529.14 g/mol